This record from the OMol25 dataset describes a structure of composition C11H17Cl2F3O5PbS. The level of theory is wB97M-V/def2-TZVPD.

Each line ends with the Löwdin charge.
Atoms and positions in Å:
C (0.046297, -1.407498, -1.796392)  -0.2442
C (0.906350, -0.285278, -1.959229)  -0.1866
C (0.088284, 0.889640, -1.927178)  -0.2003
C (2.365525, -0.315826, -2.073730)  -0.0932
C (-1.277560, 0.480093, -1.874499)  -0.2309
C (-1.303003, -0.937174, -1.765307)  -0.2052
C (-2.493206, -1.760395, -1.480345)  -0.0556
C (0.476396, -2.800570, -1.583544)  -0.0940
C (0.572534, 2.279156, -1.920631)  -0.0493
C (-2.450888, 1.371263, -1.842105)  -0.0754
Pb (-0.475635, -0.801186, 1.994903)  1.1348
Cl (3.859852, 1.435307, 0.334932)  -0.5743
Cl (1.844687, -1.369195, 1.332930)  -0.0058
O (-1.690415, 0.564489, 0.971353)  -0.4064
H (2.796158, -1.269686, -1.760242)  0.0627
H (2.773750, 0.423977, -1.348868)  -0.0773
H (2.733705, -0.029320, -3.068979)  0.0850
H (1.501535, 2.366497, -1.332592)  0.0543
H (-0.189080, 2.954444, -1.505407)  0.0678
H (0.780049, 2.613950, -2.949043)  0.0728
H (-2.245680, 2.271667, -1.255865)  0.0679
H (-3.324245, 0.864272, -1.422700)  0.0584
H (-2.709073, 1.693368, -2.858465)  0.0718
H (-3.275411, -1.166837, -0.988899)  0.0662
H (-2.255134, -2.593207, -0.804772)  0.0569
H (-2.914167, -2.162591, -2.412978)  0.0766
H (1.441909, -2.845933, -1.066796)  0.0337
H (0.573402, -3.314914, -2.550283)  0.0677
H (-0.231851, -3.347050, -0.947010)  0.0640
H (-2.260621, 1.111634, 1.548417)  -0.0098
O (-1.506180, -2.666178, 1.691190)  -0.4901
H (-2.356553, -2.645279, 2.178325)  -0.0525
F (1.882345, 1.034432, 6.039177)  0.0869
C (2.039787, 1.055705, 4.689067)  -0.6154
F (3.034384, 1.919672, 4.382566)  0.1126
F (2.383639, -0.184171, 4.284700)  0.0836
S (0.456790, 1.621950, 3.864923)  0.5033
O (-0.462469, 0.397011, 3.982573)  -0.5144
O (0.043210, 2.694393, 4.724683)  -0.3063
O (0.820585, 1.859366, 2.476118)  -0.3402

Force components x, y, z for each atom (eV/Å):
-1.5 0.8 0.1
-0.9 -1.0 0.2
-3.1 -0.4 -0.3
0.5 0.4 0.6
3.0 1.7 -0.1
2.3 -1.4 0.4
-0.5 -0.3 0.1
0.3 -0.7 -0.1
0.4 0.6 -0.1
-0.3 0.3 -0.2
0.3 -0.3 -0.5
0.4 0.3 0.0
0.3 -0.2 -0.1
-1.1 0.6 -0.1
-0.1 0.0 -0.3
0.1 -0.2 -0.3
-0.1 -0.1 0.1
-0.3 0.1 -0.1
0.3 -0.1 0.0
0.1 0.2 0.1
-0.1 -0.1 0.0
0.1 0.2 0.0
-0.1 0.1 0.0
0.2 -0.1 -0.1
0.0 0.2 -0.2
-0.1 -0.1 0.1
-0.2 0.0 -0.1
0.0 -0.3 0.2
0.1 0.0 -0.2
0.7 -0.4 -0.2
-1.0 -0.5 0.5
0.6 0.0 -0.4
0.3 0.0 -0.6
0.1 -0.1 -0.5
-0.7 -0.8 0.5
-0.1 0.9 0.4
-0.2 -1.4 -0.9
1.2 1.8 0.8
-0.2 0.3 -0.2
-0.5 0.0 1.6

Results
net charge = -2
multiplicity = 1
lowest unoccupied orbital energy (spin up / spin down) = 4.13 / 4.70 eV
Kohn-Sham gap (spin up / spin down) = 5.44 / 6.00 eV
E_HOMO (spin up / spin down) = -1.3 / -1.3 eV

This record from the OMol25 dataset describes a structure of composition C20H20ClN3O12Ru. The level of theory is wB97M-V/def2-TZVPD.

Each line ends with the Löwdin charge.
Atoms and positions in Å:
Ru (-0.163600, -0.124700, -0.325400)  1.7579
O (-1.186200, -0.323500, 2.324300)  -0.1173
C (-0.025900, -0.189500, 3.125400)  -0.2236
C (0.796900, 1.025300, 2.687800)  -0.1544
N (1.397600, 0.818900, 1.371400)  -0.2353
C (1.539600, 2.045700, 0.591100)  -0.1152
C (0.155100, 2.794100, 0.514700)  -0.7040
O (0.135600, 3.986300, 0.771400)  0.0290
O (-0.822600, 2.054100, 0.232700)  -0.1004
C (2.624500, 0.055900, 1.431300)  -0.0991
C (2.724400, -1.042400, 0.285900)  -0.6744
O (3.586600, -1.890300, 0.434600)  0.0288
O (1.931800, -0.886700, -0.668800)  -0.1097
H (-1.155900, -1.213900, 1.931000)  0.0281
H (-0.341700, -0.045600, 4.170400)  0.1225
H (0.580100, -1.099500, 3.065100)  0.1206
H (0.118700, 1.879400, 2.643500)  0.1247
H (1.568300, 1.223500, 3.445600)  0.1323
H (2.284100, 2.729700, 1.028200)  0.1289
H (1.847100, 1.776200, -0.432300)  0.1238
H (3.504400, 0.697000, 1.299000)  0.1274
H (2.722000, -0.473600, 2.380000)  0.1187
O (-6.413000, -0.013700, -2.899600)  0.0942
C (-5.185600, 0.579100, -2.978000)  -0.4717
O (-4.935300, 1.316000, -3.880100)  0.1520
C (-4.298900, 0.258100, -1.840500)  -0.0530
C (-4.712500, 0.068600, -0.528300)  -0.0163
N (-3.607700, -0.142200, 0.207100)  0.0428
N (-2.520100, -0.113400, -0.546500)  0.0058
C (-2.884600, 0.145500, -1.787100)  -0.1102
C (-1.797600, 0.238200, -2.870900)  -0.6288
O (-2.112800, 0.013900, -4.024200)  0.0767
O (-0.669900, 0.568200, -2.415500)  -0.0983
H (-6.484300, -0.603100, -2.139600)  0.0915
H (-5.693200, 0.097100, -0.089900)  0.1285
H (-3.496000, -0.242000, 1.206700)  0.1538
C (-0.268000, -5.759000, 3.470400)  -0.0285
C (-1.471700, -4.947400, 3.109700)  -0.1918
C (-2.386500, -4.553300, 4.067700)  -0.0705
C (-3.491200, -3.797500, 3.707500)  -0.6801
Cl (-4.621700, -3.302300, 4.929400)  0.6373
C (-3.700700, -3.433600, 2.391900)  -0.1150
C (-2.796800, -3.833600, 1.423200)  -0.0108
C (-1.674900, -4.583300, 1.766200)  -0.2379
O (-0.749400, -5.043200, 0.890000)  -0.0238
C (-0.696800, -4.455600, -0.387200)  -0.0724
C (-0.633000, -2.912700, -0.328600)  -0.6680
O (-0.906600, -2.292000, -1.358400)  -0.0042
O (-0.350300, -2.389200, 0.776600)  -0.0676
H (-0.153000, -5.827100, 4.549400)  0.0762
H (0.624700, -5.309200, 3.039700)  0.0889
H (-0.356700, -6.763000, 3.055100)  0.0878
H (-2.242400, -4.840700, 5.099400)  0.1087
H (-4.569600, -2.854900, 2.118400)  0.0982
H (-2.979600, -3.546200, 0.401000)  0.1167
H (-1.547200, -4.741800, -1.018500)  0.1355
H (0.227300, -4.810500, -0.848500)  0.1450

Force components x, y, z for each atom (eV/Å):
0.1 0.3 -0.4
-0.1 -0.2 -0.5
0.3 0.3 0.4
-0.5 -0.2 0.3
-0.7 -0.1 -0.4
-0.4 0.9 -0.1
1.7 0.3 0.4
-0.1 0.3 0.0
-0.6 -1.8 -0.6
0.5 -1.2 -0.8
1.1 0.7 2.3
0.1 -0.1 -0.2
-2.3 0.4 -1.5
0.0 -0.1 0.1
0.2 0.0 -0.2
0.0 0.0 0.0
0.1 0.0 0.0
-0.1 0.1 -0.1
-0.1 -0.2 -0.1
0.1 0.1 0.3
-0.1 0.0 0.2
-0.1 0.1 -0.1
-0.4 0.0 -0.1
0.0 0.1 0.0
-0.1 -0.1 0.1
0.3 -0.1 0.5
0.2 0.0 -0.3
-0.2 -0.1 0.3
0.8 0.2 -0.3
-0.2 -0.1 -0.2
-1.6 -0.4 -0.5
0.0 0.0 0.2
1.8 -0.2 1.5
0.3 0.0 -0.1
-0.1 0.1 0.1
-0.1 0.0 -0.1
0.0 0.0 -0.1
0.1 0.0 -0.3
-0.1 0.1 -0.1
0.1 0.0 -0.1
-0.1 0.1 0.1
0.0 -0.1 0.2
0.2 -0.2 -0.1
-0.4 -0.1 0.5
0.0 -0.1 0.2
0.0 0.7 -0.2
-0.3 -1.1 0.0
0.3 0.6 -0.4
0.5 1.0 0.3
0.0 0.0 0.1
0.1 0.0 0.0
0.1 -0.1 0.0
0.0 0.0 0.1
-0.1 0.1 0.0
0.0 0.0 -0.2
0.1 0.0 0.1
-0.1 0.0 0.0

Results
energy above the lowest of the compared OMol25 structures with the same formula, charge and spin = 172.5 kJ/mol
net charge = -1
multiplicity = 6
lowest unoccupied orbital energy (spin up / spin down) = 2.02 / 0.74 eV
Kohn-Sham gap (spin up / spin down) = 8.51 / 7.35 eV
E_HOMO (spin up / spin down) = -6.5 / -6.6 eV

This record from the OMol25 dataset describes a structure of composition CsF6KN3NaO12S6. The level of theory is wB97M-V/def2-TZVPD.

Each line ends with the Löwdin charge.
Atoms and positions in Å:
Na (0.258372, -3.411297, 3.787498)  0.8072
K (-1.772052, -1.111976, 4.935170)  0.9697
Cs (1.726207, -2.781802, -1.101697)  1.0872
N (-0.458232, -1.303711, 2.594685)  -0.4376
S (-1.551560, -1.504633, 1.344923)  0.5733
O (-1.099100, -2.259827, 0.200188)  -0.3353
O (-2.672188, -0.613331, 1.129374)  -0.1840
F (-2.279622, -2.762618, 2.191590)  -0.2733
S (0.233804, -0.148927, 1.821912)  0.4280
O (-0.560678, 1.011764, 1.571518)  -0.1722
O (1.200532, -0.666791, 0.880116)  -0.4073
F (1.271079, 0.350984, 2.936534)  -0.1675
N (-4.311454, 0.214761, -3.016013)  -0.2763
S (-4.787818, 1.078272, -1.685888)  0.5154
O (-3.739664, 1.733614, -0.989036)  -0.2729
O (-5.904822, 0.604067, -0.918399)  -0.2857
F (-5.427415, 2.236983, -2.580292)  -0.2024
S (-3.721109, -1.024850, -2.352084)  0.4336
O (-4.589158, -1.909469, -1.591361)  -0.3073
O (-2.438557, -0.840022, -1.747360)  -0.3206
F (-3.393180, -1.781753, -3.741130)  -0.2120
N (5.037775, 1.671445, -1.381937)  -0.2748
S (5.967341, 2.163824, -0.062893)  0.5548
O (6.357011, 1.145720, 0.860667)  -0.2887
O (5.780371, 3.487510, 0.479293)  -0.2852
F (7.226729, 2.389002, -1.058627)  -0.2244
S (3.796756, 1.146249, -0.619012)  0.4022
O (3.117646, 2.138614, 0.149819)  -0.2732
O (3.930885, -0.207494, -0.172130)  -0.3604
F (2.802102, 0.955680, -1.865416)  -0.2102

Force components x, y, z for each atom (eV/Å):
0.2 0.1 -0.9
-0.7 0.7 -0.1
0.1 0.7 -0.2
-2.1 -1.0 -0.3
-6.4 -3.8 -2.5
1.0 0.9 1.7
2.6 -1.0 1.6
0.4 0.3 0.6
7.2 5.4 -0.7
0.3 -1.4 0.0
-1.6 0.2 0.1
-0.9 -0.5 0.6
-1.6 1.8 2.0
-1.8 2.2 -1.4
0.6 -0.2 0.2
0.7 -0.3 -0.5
0.0 -0.1 0.2
1.3 -4.1 0.1
0.5 0.7 -1.1
0.7 0.0 -0.1
-0.2 -0.1 0.6
1.4 0.9 2.5
2.4 2.1 -2.2
-0.3 -0.3 -0.3
-0.6 -1.2 -0.7
-0.2 -0.3 0.9
-2.6 -0.3 -1.6
-0.1 -0.6 0.9
-0.4 -0.7 0.7
0.2 -0.1 -0.2

Results
multiplicity = 1
lowest unoccupied orbital energy = -4.61 eV
Kohn-Sham gap = 3.70 eV
E_HOMO = -8.3 eV

This record from the OMol25 dataset describes the molecule C3H3BrOS. The level of theory is wB97M-V/def2-TZVPD.

Each line ends with the Löwdin charge.
Atoms and positions in Å:
C (-0.072467, -0.062348, -0.450821)  -0.6181
C (-1.332582, -0.416527, -0.793543)  -0.4292
C (0.337721, 0.174510, 0.940281)  -0.0748
O (1.075103, -0.236670, -1.123738)  -0.6054
S (1.265690, -0.491676, -2.716996)  0.7520
Br (-2.732295, 0.378287, 0.128191)  0.7164
H (0.543903, 1.195664, 1.167114)  0.0847
H (-0.314690, -0.098569, 1.767653)  0.0749
H (1.229616, -0.442671, 1.081859)  0.0995

Force components x, y, z for each atom (eV/Å):
-1.6 -1.0 0.3
0.9 1.0 0.0
0.4 -0.5 1.8
1.0 -0.3 -1.0
-0.5 0.1 -0.1
-0.3 -0.3 -0.3
0.6 1.0 -0.2
-0.6 -0.3 -0.6
0.1 0.4 0.1

Results
energy above the lowest of the compared OMol25 structures with the same formula, charge and spin = 380.9 kJ/mol
multiplicity = 1
lowest unoccupied orbital energy (spin up / spin down) = -2.11 / -1.53 eV
Kohn-Sham gap (spin up / spin down) = 7.06 / 7.42 eV
E_HOMO (spin up / spin down) = -9.2 / -9.0 eV

| no. | E (eV) |
| --- | --- |
| 1 | -71201.254 |
| 2 | -65211.629 |
| 3 | -131640.816 |
| 4 | -86079.578 |